(1)
{
  "formula": "C53H122N2O36",
  "method": "wB97M-V/def2-TZVPD",
  "homo_lumo_gap_ev": 8.95,
  "multiplicity": 1,
  "charge": 0,
  "e_tot_ev": -133619.2382,
  "elements": ["C", "C", "O", "C", "O", "O", "C", "H", "H", "H", "H", "H", "H", "H", "H", "C", "C", "O", "C", "O", "O", "C", "H", "H", "H", "H", "H", "H", "H", "H", "C", "C", "O", "C", "O", "O", "C", "H", "H", "H", "H", "H", "H", "H", "H", "C", "C", "O", "C", "O", "O", "C", "H", "H", "H", "H", "H", "H", "H", "H", "C", "C", "O", "C", "O", "O", "C", "H", "H", "H", "H", "H", "H", "H", "H", "C", "C", "O", "C", "O", "O", "C", "H", "H", "H", "H", "H", "H", "H", "H", "C", "C", "O", "C", "O", "O", "C", "H", "H", "H", "H", "H", "H", "H", "H", "C", "C", "O", "C", "O", "O", "C", "H", "H", "H", "H", "H", "H", "H", "H", "C", "C", "O", "C", "O", "O", "C", "H", "H", "H", "H", "H", "H", "H", "H", "C", "O", "C", "C", "N", "C", "C", "O", "C", "H", "H", "H", "H", "H", "H", "H", "H", "H", "H", "H", "H", "H", "H", "H", "C", "O", "C", "C", "N", "C", "C", "O", "C", "H", "H", "H", "H", "H", "H", "H", "H", "H", "H", "H", "H", "H", "H", "H", "C", "O", "H", "H", "H", "H", "C", "O", "H", "H", "H", "H", "C", "O", "H", "H", "H", "H", "C", "O", "H", "H", "H", "H", "C", "O", "H", "H", "H", "H"],
  "positions_angstrom": [[8.62, -8.31, 4.12], [8.26, -8.73, 2.66], [7.15, -8.02, 2.04], [7.19, -6.72, 1.65], [6.20, -6.22, 1.14], [8.35, -6.15, 1.91], [8.57, -4.77, 1.64], [8.99, -7.29, 4.15], [9.34, -9.03, 4.51], [7.76, -8.40, 4.78], [8.04, -9.80, 2.64], [9.19, -8.65, 2.10], [8.59, -4.65, 0.55], [9.57, -4.49, 1.94], [7.87, -4.06, 2.09], [-11.76, 8.94, 5.26], [-11.91, 7.90, 4.15], [-10.63, 7.70, 3.49], [-10.53, 6.90, 2.38], [-11.51, 6.29, 1.87], [-9.20, 6.95, 1.95], [-8.79, 6.25, 0.80], [-11.61, 9.91, 4.78], [-10.91, 8.80, 5.93], [-12.65, 9.01, 5.88], [-12.69, 8.22, 3.46], [-12.14, 6.93, 4.59], [-7.75, 5.94, 0.82], [-8.75, 6.83, -0.12], [-9.37, 5.34, 0.58], [-0.98, -9.74, 2.21], [-1.89, -9.19, 3.35], [-3.24, -9.02, 2.87], [-4.15, -10.04, 2.97], [-4.02, -11.04, 3.70], [-5.24, -9.76, 2.13], [-6.32, -10.71, 2.01], [-1.01, -9.17, 1.28], [-1.28, -10.75, 1.96], [0.08, -9.67, 2.45], [-1.39, -8.27, 3.67], [-1.93, -9.94, 4.14], [-7.23, -10.18, 1.74], [-6.65, -11.28, 2.88], [-6.22, -11.33, 1.12], [-1.64, 2.22, 8.30], [-0.55, 1.30, 8.96], [0.37, 0.81, 8.01], [0.00, -0.41, 7.44], [-1.00, -1.06, 7.67], [1.00, -0.86, 6.69], [2.07, -0.04, 6.31], [-1.15, 2.98, 7.69], [-2.27, 2.69, 9.04], [-2.27, 1.62, 7.65], [-0.95, 0.50, 9.59], [0.07, 1.90, 9.63], [1.87, 1.01, 6.10], [2.52, -0.34, 5.36], [2.81, -0.20, 7.10], [0.14, 8.14, 4.55], [0.88, 8.20, 3.17], [0.16, 7.57, 2.19], [0.30, 6.24, 2.05], [1.06, 5.45, 2.58], [-0.48, 5.85, 1.03], [-0.40, 4.51, 0.42], [-0.81, 8.67, 4.44], [0.71, 8.70, 5.30], [-0.04, 7.12, 4.88], [1.89, 7.78, 3.22], [0.88, 9.26, 2.94], [-0.17, 3.75, 1.17], [0.42, 4.52, -0.29], [-1.30, 4.16, -0.10], [2.84, 8.11, -4.41], [2.35, 6.71, -4.72], [1.43, 6.79, -5.81], [0.71, 5.81, -6.31], [-0.10, 5.94, -7.23], [1.12, 4.61, -5.83], [0.57, 3.48, -6.43], [3.52, 8.07, -3.56], [1.95, 8.70, -4.18], [3.42, 8.51, -5.24], [1.99, 6.20, -3.82], [3.12, 6.02, -5.08], [0.56, 2.58, -5.81], [1.22, 3.14, -7.24], [-0.45, 3.48, -6.79], [3.52, -9.48, -4.80], [3.46, -9.98, -6.19], [3.98, -9.06, -7.08], [4.66, -9.52, -8.18], [4.81, -10.71, -8.53], [5.23, -8.46, -8.82], [5.86, -8.56, -10.04], [2.85, -10.12, -4.23], [3.10, -8.48, -4.67], [4.51, -9.55, -4.35], [2.40, -10.09, -6.42], [3.89, -10.97, -6.30], [5.60, -9.42, -10.66], [6.91, -8.71, -9.82], [5.62, -7.67, -10.62], [7.63, 4.82, -0.55], [7.91, 4.04, -1.85], [9.20, 3.41, -2.12], [9.72, 2.49, -1.37], [9.18, 1.96, -0.40], [10.98, 2.21, -1.79], [11.70, 1.11, -1.24], [7.48, 4.19, 0.33], [6.71, 5.41, -0.57], [8.46, 5.51, -0.38], [7.70, 4.64, -2.73], [7.09, 3.34, -2.03], [11.12, 0.22, -1.50], [11.79, 1.08, -0.15], [12.66, 1.12, -1.76], [-10.19, -7.56, 5.81], [-9.77, -6.18, 5.35], [-9.16, -5.45, 6.41], [-8.85, -4.23, 6.15], [-8.99, -3.63, 5.07], [-8.24, -3.75, 7.28], [-7.84, -2.39, 7.39], [-10.76, -7.48, 6.73], [-9.38, -8.25, 6.03], [-10.79, -8.14, 5.11], [-10.68, -5.72, 4.95], [-9.16, -6.29, 4.46], [-8.57, -1.63, 7.11], [-6.93, -2.20, 6.82], [-7.62, -2.14, 8.43], [9.08, 9.60, -4.59], [8.66, 8.80, -5.72], [9.35, 9.05, -6.97], [8.68, 8.16, -8.01], [8.89, 6.75, -7.64], [7.81, 5.97, -8.34], [7.96, 4.43, -7.99], [7.25, 4.12, -6.82], [7.31, 2.73, -6.58], [10.11, 9.39, -4.33], [8.58, 9.28, -3.68], [8.85, 10.67, -4.63], [10.39, 8.71, -6.98], [9.34, 10.09, -7.30], [9.18, 8.31, -8.96], [7.63, 8.46, -8.11], [8.74, 6.65, -6.65], [7.78, 6.15, -9.41], [6.87, 6.36, -7.94], [8.98, 4.07, -8.02], [7.40, 3.89, -8.76], [6.73, 2.54, -5.67], [8.29, 2.31, -6.35], [6.83, 2.14, -7.36], [-2.97, 0.68, 2.37], [-2.11, -0.41, 2.46], [-2.74, -1.62, 2.03], [-1.68, -2.62, 1.57], [-1.04, -1.95, 0.44], [0.01, -2.79, -0.14], [0.78, -2.04, -1.26], [1.18, -0.74, -0.87], [2.38, -0.73, -0.07], [-3.86, 0.49, 2.97], [-3.25, 0.80, 1.32], [-2.41, 1.53, 2.76], [-3.53, -1.46, 1.29], [-3.20, -2.10, 2.90], [-2.13, -3.57, 1.27], [-0.96, -2.74, 2.38], [-0.64, -1.12, 0.84], [-0.37, -3.76, -0.47], [0.75, -3.08, 0.61], [0.25, -1.89, -2.20], [1.64, -2.62, -1.61], [2.64, 0.25, 0.32], [3.26, -1.18, -0.53], [2.20, -1.43, 0.75], [-5.64, -1.03, -3.06], [-4.25, -1.20, -3.21], [-5.88, -0.22, -2.37], [-6.23, -0.78, -3.94], [-5.98, -1.98, -2.64], [-3.81, -1.44, -2.39], [-6.59, 6.55, 6.87], [-6.91, 5.32, 7.46], [-5.79, 7.12, 7.36], [-6.42, 6.43, 5.80], [-7.38, 7.30, 6.93], [-7.84, 5.12, 7.33], [-4.41, -2.08, -8.39], [-3.19, -2.19, -7.64], [-5.12, -2.86, -8.12], [-4.81, -1.09, -8.18], [-4.14, -2.20, -9.44], [-3.41, -2.05, -6.71], [-4.15, -6.92, -2.78], [-4.93, -8.00, -3.18], [-4.05, -6.14, -3.53], [-4.53, -6.44, -1.87], [-3.21, -7.40, -2.50], [-5.84, -7.67, -3.17], [-11.55, 1.88, 5.06], [-11.11, 2.94, 5.90], [-12.34, 2.21, 4.40], [-10.75, 1.49, 4.43], [-11.99, 1.16, 5.75], [-11.87, 3.16, 6.45]],
  "mulliken_charge": [-1.01, -0.21, -0.34, 0.75, -0.58, -0.30, -0.67, 0.26, 0.35, 0.29, 0.35, 0.27, 0.29, 0.25, 0.31, -1.17, -0.15, -0.26, 0.72, -0.58, -0.28, -0.69, 0.31, 0.28, 0.37, 0.31, 0.27, 0.27, 0.29, 0.31, -1.07, -0.19, -0.29, 0.69, -0.56, -0.28, -0.72, 0.29, 0.29, 0.38, 0.31, 0.28, 0.28, 0.31, 0.31, -1.06, -0.27, -0.35, 0.76, -0.56, -0.34, -0.62, 0.28, 0.38, 0.29, 0.36, 0.29, 0.29, 0.27, 0.28, -1.05, -0.20, -0.32, 0.77, -0.58, -0.35, -0.62, 0.29, 0.35, 0.31, 0.35, 0.24, 0.30, 0.25, 0.26, -1.16, -0.12, -0.26, 0.74, -0.59, -0.32, -0.73, 0.38, 0.31, 0.30, 0.28, 0.29, 0.28, 0.30, 0.31, -1.13, -0.18, -0.25, 0.72, -0.59, -0.30, -0.66, 0.35, 0.30, 0.31, 0.23, 0.35, 0.34, 0.27, 0.24, -1.11, -0.31, -0.29, 0.76, -0.59, -0.32, -0.63, 0.30, 0.37, 0.31, 0.40, 0.31, 0.30, 0.29, 0.22, -1.28, -0.14, -0.24, 0.75, -0.59, -0.31, -0.63, 0.32, 0.31, 0.38, 0.30, 0.30, 0.28, 0.28, 0.26, -0.83, -0.23, -0.63, -0.63, -0.43, -0.62, -0.74, -0.19, -0.80, 0.32, 0.25, 0.30, 0.34, 0.41, 0.35, 0.39, 0.30, 0.40, 0.36, 0.36, 0.43, 0.24, 0.31, 0.34, -0.73, -0.28, -0.66, -0.67, -0.16, -0.71, -0.60, -0.32, -0.72, 0.31, 0.30, 0.20, 0.37, 0.40, 0.39, 0.35, 0.24, 0.47, 0.30, 0.29, 0.39, 0.27, 0.31, 0.27, -0.55, -0.47, 0.23, 0.24, 0.26, 0.28, -0.49, -0.49, 0.25, 0.25, 0.18, 0.31, -0.47, -0.50, 0.22, 0.23, 0.21, 0.30, -0.49, -0.50, 0.25, 0.24, 0.20, 0.30, -0.52, -0.50, 0.26, 0.22, 0.25, 0.29]
}



(2)
{
  "formula": "C53H140N12O12",
  "method": "wB97M-V/def2-TZVPD",
  "homo_lumo_gap_ev": 9.02,
  "multiplicity": 1,
  "charge": 0,
  "smiles": "CC1(C)CCCC(C)(C)N1O.COC[C@H](C)N.COC[C@H](C)N.COC[C@H](C)N.COC[C@H](C)N.COC[C@H](C)N.COC[C@H](C)N.COC[C@H](C)N.COC[C@H](C)N.COC[C@H](C)N.COC[C@H](C)N.COC[C@H](C)N",
  "e_tot_ev": -99672.5243,
  "elements": ["C", "C", "C", "C", "C", "C", "C", "C", "C", "N", "O", "H", "H", "H", "H", "H", "H", "H", "H", "H", "H", "H", "H", "H", "H", "H", "H", "H", "H", "H", "C", "O", "C", "C", "C", "N", "H", "H", "H", "H", "H", "H", "H", "H", "H", "H", "H", "C", "O", "C", "C", "C", "N", "H", "H", "H", "H", "H", "H", "H", "H", "H", "H", "H", "C", "O", "C", "C", "C", "N", "H", "H", "H", "H", "H", "H", "H", "H", "H", "H", "H", "C", "O", "C", "C", "C", "N", "H", "H", "H", "H", "H", "H", "H", "H", "H", "H", "H", "C", "O", "C", "C", "C", "N", "H", "H", "H", "H", "H", "H", "H", "H", "H", "H", "H", "C", "O", "C", "C", "C", "N", "H", "H", "H", "H", "H", "H", "H", "H", "H", "H", "H", "C", "O", "C", "C", "C", "N", "H", "H", "H", "H", "H", "H", "H", "H", "H", "H", "H", "C", "O", "C", "C", "C", "N", "H", "H", "H", "H", "H", "H", "H", "H", "H", "H", "H", "C", "O", "C", "C", "C", "N", "H", "H", "H", "H", "H", "H", "H", "H", "H", "H", "H", "C", "O", "C", "C", "C", "N", "H", "H", "H", "H", "H", "H", "H", "H", "H", "H", "H", "C", "O", "C", "C", "C", "N", "H", "H", "H", "H", "H", "H", "H", "H", "H", "H", "H"],
  "positions_angstrom": [[1.66, 0.42, 3.94], [3.01, -0.21, 4.21], [3.42, 0.07, 5.71], [2.82, -1.76, 3.97], [4.14, -2.56, 3.96], [5.07, -1.95, 2.98], [5.35, -0.44, 3.22], [6.24, -0.15, 4.42], [6.14, 0.09, 1.97], [4.05, 0.21, 3.28], [4.25, 1.67, 3.43], [0.85, -0.11, 4.39], [1.65, 1.49, 4.13], [1.58, 0.27, 2.84], [3.82, -0.86, 6.16], [4.14, 0.84, 5.95], [2.47, 0.23, 6.16], [2.01, -1.98, 4.63], [2.42, -1.76, 2.94], [4.68, -2.52, 4.96], [4.08, -3.66, 3.74], [4.73, -2.11, 1.97], [6.07, -2.39, 3.12], [5.71, -0.54, 5.29], [6.50, 0.94, 4.53], [7.17, -0.75, 4.29], [6.98, -0.57, 1.87], [6.46, 1.11, 2.23], [5.61, -0.05, 1.06], [4.19, 1.82, 4.38], [3.81, -6.17, -6.21], [3.59, -5.41, -5.06], [2.38, -5.91, -4.40], [2.14, -5.29, -2.95], [0.85, -5.67, -2.38], [2.07, -3.84, -3.14], [2.90, -6.29, -6.79], [4.26, -7.13, -6.02], [4.48, -5.63, -6.88], [1.46, -5.72, -4.95], [2.56, -6.95, -4.31], [2.97, -5.55, -2.16], [0.05, -5.51, -3.09], [0.56, -5.15, -1.49], [0.94, -6.75, -2.16], [2.94, -3.38, -3.43], [1.82, -3.42, -2.24], [4.59, 6.11, 1.22], [3.50, 5.24, 1.25], [3.88, 3.88, 0.97], [2.68, 3.05, 0.39], [1.51, 3.16, 1.37], [3.11, 1.71, 0.26], [4.93, 6.21, 0.16], [5.42, 5.76, 1.85], [4.18, 7.06, 1.50], [4.66, 3.83, 0.27], [4.12, 3.41, 1.91], [2.41, 3.54, -0.59], [0.70, 2.58, 0.98], [1.21, 4.20, 1.50], [1.91, 2.73, 2.26], [3.98, 1.64, -0.31], [3.33, 1.30, 1.17], [-4.28, 2.47, 2.56], [-5.03, 3.59, 2.07], [-6.33, 3.24, 1.48], [-6.71, 4.35, 0.54], [-8.07, 4.18, -0.04], [-5.70, 4.60, -0.47], [-3.31, 2.77, 2.93], [-4.08, 1.74, 1.70], [-4.80, 1.95, 3.33], [-6.44, 2.30, 0.98], [-7.06, 3.16, 2.29], [-6.78, 5.25, 1.19], [-8.09, 3.35, -0.74], [-8.36, 5.07, -0.54], [-8.77, 4.03, 0.80], [-4.74, 4.65, -0.16], [-5.72, 4.01, -1.26], [-2.18, 3.27, -0.14], [-2.67, 3.10, -1.46], [-2.70, 1.75, -1.87], [-3.09, 1.61, -3.37], [-1.98, 1.99, -4.32], [-4.37, 2.29, -3.41], [-1.40, 2.47, 0.00], [-3.06, 3.02, 0.54], [-1.93, 4.30, -0.04], [-1.70, 1.33, -1.68], [-3.44, 1.23, -1.22], [-3.31, 0.53, -3.38], [-2.13, 1.70, -5.33], [-1.03, 1.55, -3.91], [-1.82, 3.02, -4.22], [-4.74, 2.26, -4.34], [-4.11, 3.26, -3.32], [-2.03, -1.72, 4.43], [-1.59, -1.60, 5.75], [-2.29, -0.47, 6.42], [-1.83, -0.36, 7.89], [-2.16, -1.69, 8.61], [-2.55, 0.82, 8.35], [-3.14, -1.82, 4.34], [-1.52, -2.57, 4.02], [-1.62, -0.85, 3.89], [-2.04, 0.49, 5.87], [-3.38, -0.57, 6.25], [-0.75, -0.09, 7.97], [-1.59, -1.92, 9.51], [-1.95, -2.48, 7.85], [-3.23, -1.78, 8.76], [-2.22, 0.99, 9.27], [-3.53, 0.56, 8.40], [-4.25, -5.11, 0.72], [-4.00, -5.29, -0.68], [-4.53, -6.53, -1.18], [-4.29, -6.44, -2.70], [-4.72, -7.65, -3.52], [-2.91, -6.18, -3.08], [-3.70, -4.27, 1.09], [-3.96, -6.02, 1.29], [-5.30, -4.87, 0.89], [-3.91, -7.40, -0.85], [-5.61, -6.67, -0.98], [-4.91, -5.58, -2.99], [-4.64, -7.29, -4.54], [-5.73, -7.92, -3.30], [-4.16, -8.52, -3.26], [-2.65, -5.23, -2.90], [-2.88, -6.28, -4.14], [-6.44, -1.66, 4.05], [-6.12, -1.98, 2.69], [-6.43, -0.82, 1.87], [-6.34, -1.38, 0.42], [-6.46, -0.21, -0.54], [-7.45, -2.28, 0.22], [-7.46, -1.22, 4.05], [-5.72, -1.00, 4.46], [-6.33, -2.56, 4.67], [-7.50, -0.50, 1.85], [-5.86, 0.08, 2.11], [-5.37, -1.92, 0.32], [-5.59, 0.39, -0.49], [-7.39, 0.37, -0.31], [-6.58, -0.62, -1.52], [-7.37, -3.16, 0.64], [-7.58, -2.42, -0.78], [-3.95, -2.50, -2.29], [-3.19, -2.62, -3.51], [-1.90, -2.10, -3.27], [-1.22, -1.76, -4.60], [-1.53, -2.84, -5.70], [0.25, -1.53, -4.32], [-3.44, -3.04, -1.44], [-4.93, -2.85, -2.48], [-3.96, -1.40, -2.17], [-1.90, -1.17, -2.67], [-1.29, -2.81, -2.71], [-1.62, -0.83, -4.87], [-2.58, -3.09, -5.85], [-1.09, -3.79, -5.30], [-1.04, -2.59, -6.68], [0.73, -2.44, -4.15], [0.66, -1.05, -5.07], [-2.41, -1.29, 0.90], [-1.05, -1.75, 0.69], [-0.10, -0.91, 0.08], [1.03, -1.70, -0.53], [1.79, -2.48, 0.52], [1.86, -0.84, -1.39], [-2.90, -1.26, -0.10], [-2.36, -0.29, 1.34], [-2.92, -2.09, 1.46], [-0.55, -0.25, -0.64], [0.34, -0.33, 0.92], [0.60, -2.44, -1.21], [1.13, -2.63, 1.41], [2.82, -2.06, 0.79], [2.04, -3.50, 0.13], [1.32, -0.55, -2.17], [2.32, -0.12, -0.94], [1.94, 2.89, -3.49], [1.59, 4.20, -3.03], [2.71, 5.05, -3.04], [2.50, 6.44, -2.49], [3.88, 7.13, -2.57], [2.01, 6.47, -1.12], [1.04, 2.41, -3.83], [2.46, 2.41, -2.73], [2.70, 2.91, -4.29], [3.56, 4.48, -2.67], [2.99, 5.23, -4.13], [1.77, 6.93, -3.14], [4.25, 7.01, -3.57], [4.63, 6.67, -1.91], [3.79, 8.18, -2.31], [1.36, 5.68, -0.86], [2.69, 6.49, -0.41], [6.88, 1.24, -1.62], [6.53, 2.61, -1.81], [7.59, 3.44, -1.52], [7.70, 4.58, -2.57], [8.21, 4.06, -3.85], [8.64, 5.55, -2.00], [5.90, 0.62, -1.57], [7.40, 0.98, -0.69], [7.48, 0.87, -2.45], [7.61, 3.90, -0.50], [8.58, 2.97, -1.63], [6.70, 5.03, -2.77], [9.18, 3.51, -3.51], [8.50, 4.77, -4.55], [7.60, 3.33, -4.46], [8.30, 5.89, -1.12], [8.69, 6.34, -2.61]],
  "mulliken_charge": [-2.33, 1.17, -1.75, -0.96, -0.64, -1.38, 1.53, -1.68, -2.33, 1.44, -0.34, 0.85, 0.35, 0.07, 0.37, 0.28, 0.57, 0.81, -0.27, 0.27, 0.38, 0.47, 0.47, 0.42, 0.24, 0.42, 0.56, 0.43, 0.34, 0.24, -0.78, -0.35, -0.90, 0.55, -1.35, -0.16, 0.33, 0.30, 0.28, 0.30, 0.53, 0.23, 0.10, 0.38, 0.47, 0.24, -0.33, -0.58, -0.42, -0.34, 1.35, -1.08, 1.43, 0.03, 0.35, 0.29, 0.49, 0.07, -1.12, -0.08, 0.54, -0.01, -0.10, -0.92, -0.67, -0.43, 0.03, 0.43, -1.55, -0.63, 0.32, -0.02, 0.43, -0.31, 0.46, 0.23, 0.31, 0.40, 0.38, 0.25, 0.23, 0.78, -0.63, 0.98, 0.92, -1.68, -0.63, -0.54, -0.37, 0.47, -0.04, -0.49, -0.07, 0.46, -0.14, 0.60, 0.26, 0.36, -0.52, -0.43, -0.45, 0.19, -1.24, -0.67, 0.16, 0.40, 0.23, 0.30, 0.27, 0.35, 0.34, 0.28, 0.31, 0.25, 0.26, -0.61, 0.01, -0.86, 0.84, -1.65, -0.59, -0.09, 0.38, 0.30, 0.34, 0.34, -0.04, 0.50, 0.42, 0.35, 0.10, 0.29, -0.83, -0.20, -0.96, 1.81, -1.37, -0.81, 0.36, 0.21, 0.26, 0.47, 0.21, -0.54, -0.11, 0.34, 0.67, 0.24, 0.27, -0.33, -0.61, 1.31, -0.25, -1.30, -0.24, 0.04, 0.52, -0.02, -0.95, 0.49, 0.11, 0.33, 0.12, 0.35, 0.09, 0.28, 0.71, -0.54, 0.03, 2.26, -0.51, -0.37, -0.60, 0.37, -0.23, -0.01, -0.48, -0.83, 0.20, -0.09, -0.04, 0.15, 0.14, -0.40, -0.29, -0.66, 0.56, -1.35, -0.56, -0.18, 0.24, 0.39, 0.20, 0.52, 0.22, 0.49, 0.05, 0.33, 0.20, 0.25, -0.92, -0.15, -0.88, 1.28, -1.47, -0.77, 0.11, 0.40, 0.42, 0.24, 0.46, -0.24, 0.27, 0.49, 0.20, 0.24, 0.29]
}